(1)
6
Properties=species:S:1:pos:R:3 method="wB97M-V/def2-TZVPD" gap_ev=10.3721 fmax_ev_per_a=4.56 e_tot_ha=-989.5383 spin_multiplicity=1 homo_energy_ha=-0.3758
N -0.615 -0.124 -0.684
O 1.074 1.281 0.768
S -0.040 0.251 0.923
Cl 1.024 -1.444 1.456
H -1.514 -0.180 -1.059
H 0.070 0.216 -1.404

=====

(2)
7
Properties=species:S:1:pos:R:3 method="wB97M-V/def2-TZVPD" gap_ev=9.2291 fmax_ev_per_a=3.03 e_tot_ha=-1387.7195 spin_multiplicity=1 homo_energy_ha=-0.3397
N -0.209 -0.335 -1.568
O 0.992 -0.800 2.194
S 0.561 0.541 -0.385
S -0.187 -0.384 1.539
Cl -0.801 1.274 2.511
H 0.485 -0.586 -2.201
H -0.840 0.288 -2.091

=====

(3)
4
Properties=species:S:1:pos:R:3 method="wB97M-V/def2-TZVPD" gap_ev=8.6233 fmax_ev_per_a=1.56 e_tot_ha=-536.7133 spin_multiplicity=1 charge=-1 homo_energy_ha=-0.1455
O 0.230 -0.609 0.670
H -0.119 -0.064 -0.071
H 1.207 -0.504 0.616
Cl -1.318 1.177 -1.215

=====

(4)
7
Properties=species:S:1:pos:R:3 method="wB97M-V/def2-TZVPD" gap_ev=10.1078 fmax_ev_per_a=1.50 e_tot_ha=-1351.4733 spin_multiplicity=1 homo_energy_ha=-0.3774
O 0.686 -0.764 -1.208
P 0.849 0.222 -0.147
O 1.535 -0.424 1.155
S 0.431 2.094 -0.041
H 1.749 -1.356 1.049
Cl -2.789 0.283 0.193
H -2.461 -0.056 -1.002